a.
Density functional theory data (ωB97M-V/def2-TZVPD) for a 3-piece molecular cluster, C3H10NO2 overall.

Structure (XYZ):
```
16
Properties=species:S:1:pos:R:3
O 0.708 -0.259 -1.494
O 2.882 0.078 0.024
N -1.987 -0.061 -0.250
C -1.301 -1.136 -0.375
C -0.610 0.777 1.558
C -1.715 0.891 0.784
H 0.931 -0.552 -2.383
H 0.394 0.603 1.195
H -2.698 0.234 -0.914
H -2.420 1.702 0.802
H 2.968 0.077 0.982
H 1.591 -0.133 -1.073
H 3.781 -0.035 -0.305
H -1.328 -1.644 -1.346
H -0.787 0.841 2.621
H -0.409 -1.383 0.172
```

Properties
Kohn-Sham gap   8.457 eV
Total charge   +1
HOMO energy   -0.5023 Eh

b.
Density functional theory data (ωB97M-V/def2-TZVPD) for an isolated ion of composition C3H10NO2 and charge +1.

Structure (XYZ):
```
16
Properties=species:S:1:pos:R:3
O -0.751 0.529 1.121
O 0.683 -0.881 0.030
N 1.192 1.373 0.096
C 0.025 0.414 0.067
C -0.825 0.653 -1.242
C -0.034 -2.016 0.594
H 2.060 0.767 0.091
H -1.438 -0.231 -1.358
H 0.628 -2.888 0.234
H -1.139 -0.309 1.401
H -1.392 1.599 -1.089
H 1.123 2.080 -0.594
H -0.230 -1.907 1.614
H -0.169 0.951 -2.033
H 1.276 1.908 1.062
H -1.010 -2.042 0.006
```

Properties
Kohn-Sham gap   11.407 eV
SMILES   CO[C@](C)([NH3+])O
Total charge   +1
HOMO energy   -0.5515 Eh

Relative to the most stable structure, the computed energies are a 30.1; b 0.0, all in kcal/mol.

a.
Density functional theory data (ωB97M-V/def2-TZVPD) for a 30-piece molecular cluster, H60O30 overall.

Structure (XYZ):
```
90
Properties=species:S:1:pos:R:3
O -0.844 -2.133 -2.319
O 3.208 3.570 -2.624
O 0.681 0.481 -0.033
O 4.009 -0.409 2.917
O 0.651 -4.087 -0.779
O 0.849 1.178 5.367
O 1.365 -0.879 2.422
O 4.575 -2.643 1.591
O 3.501 -0.999 -2.267
O -1.637 -1.464 0.532
O 2.211 2.433 1.123
O -1.447 1.686 -1.036
O 0.206 4.345 1.301
O -0.871 0.388 3.185
O 5.045 2.079 1.316
O 2.609 -2.279 -0.074
O 0.210 -1.390 -5.092
O -3.428 0.830 -3.361
O -2.074 -2.936 2.713
O 1.470 1.632 -2.984
O -3.431 0.622 4.419
O -0.527 3.133 -4.247
O -5.369 0.274 -1.558
O -3.655 0.224 0.759
O 2.399 2.938 3.852
O -2.177 2.541 1.847
O 5.211 1.219 -1.583
O -1.647 -4.893 0.648
O -3.447 -2.841 -2.722
O -1.158 4.459 -1.371
H -0.019 -4.288 -0.167
H -3.577 1.695 -3.800
H -1.352 -1.490 -0.404
H -2.166 -4.237 1.073
H 3.834 -2.556 0.940
H -1.665 -5.687 1.192
H 0.322 -3.486 -1.389
H -3.478 1.126 1.031
H -0.783 -1.539 -3.080
H -1.532 2.891 1.200
H 2.962 -1.974 -0.895
H 1.664 -1.495 1.724
H 5.436 -2.485 1.153
H 3.666 -1.292 -3.168
H -3.908 -3.544 -2.297
H -1.890 -2.455 1.919
H 1.576 0.759 -2.588
H 6.151 0.946 -1.628
H -1.645 1.944 2.411
H -0.393 4.665 1.972
H 2.301 2.635 2.910
H 4.046 3.257 -3.124
H -4.241 0.356 -0.019
H 1.980 3.776 3.840
H 1.007 -0.816 -5.320
H -6.113 0.886 -1.640
H -0.068 0.616 0.536
H 4.011 -0.184 -2.123
H 1.654 1.661 5.063
H 2.953 4.363 -3.076
H 0.925 -0.465 -0.091
H 0.004 2.515 -3.748
H 1.556 3.144 1.188
H -5.801 -0.620 -1.705
H 2.121 -3.102 -0.361
H 4.893 1.585 -0.769
H -0.387 0.416 4.000
H 4.065 2.257 1.416
H -2.650 0.312 4.000
H 1.917 1.681 0.584
H -1.984 4.921 -1.641
H 0.485 -2.339 -5.148
H 2.083 2.280 -2.565
H 5.538 2.936 1.448
H -2.334 -2.278 3.379
H -3.778 -2.689 -3.579
H 4.274 -1.174 2.393
H -4.115 0.683 -2.731
H 0.017 4.719 0.377
H -2.288 -0.773 0.524
H 1.028 0.981 6.313
H -1.795 -2.397 -2.327
H -2.053 1.450 -1.779
H -0.299 -0.223 2.725
H -4.070 0.313 3.820
H 4.806 0.138 2.921
H 2.164 -0.364 2.582
H -1.392 3.470 -1.320
H -1.149 3.461 -3.642
H -0.648 1.289 -1.337
```

Properties
Kohn-Sham gap   9.655 eV
Total charge   0
HOMO energy   -0.3728 Eh

b.
Density functional theory data (ωB97M-V/def2-TZVPD) for a 30-piece molecular cluster, H60O30 overall.

Structure (XYZ):
```
90
Properties=species:S:1:pos:R:3
O -3.795 -0.539 2.419
O -0.997 -3.201 3.370
O 1.637 -1.233 -1.137
O -1.215 -2.005 -1.454
O -2.855 -3.281 1.240
O 2.252 -1.144 2.529
O -1.306 1.605 2.042
O -1.011 3.897 -0.490
O -3.025 2.322 -3.196
O -3.519 -0.401 -2.055
O 1.077 0.939 3.650
O 0.327 1.267 -1.399
O 5.524 -0.870 -3.476
O -2.375 6.140 0.107
O -0.393 3.823 -3.246
O 4.424 -4.469 -0.599
O -4.219 2.308 3.590
O -4.189 4.466 1.320
O -0.712 -1.184 1.416
O 1.868 -3.995 3.517
O 6.011 -0.138 -0.293
O 3.891 1.096 -5.004
O -4.969 -3.114 -1.180
O 1.901 2.544 -3.689
O 2.569 2.903 -0.360
O 2.678 -1.151 -3.719
O -3.365 2.021 -0.153
O 3.889 -2.004 0.396
O 1.627 -4.814 0.658
O -2.162 -1.323 4.722
H 3.436 0.242 -4.790
H 2.672 3.625 -0.956
H -4.017 1.958 4.430
H -0.206 4.748 -3.217
H -3.503 -2.635 1.664
H 0.358 3.444 -3.723
H -4.608 4.352 2.157
H 1.617 -4.687 1.594
H 4.694 -1.243 -3.724
H 2.386 -1.139 -2.783
H 4.376 -2.789 0.062
H -1.369 -1.943 -0.498
H -3.843 0.090 -1.257
H -3.140 -3.408 0.350
H -3.613 5.239 1.357
H -3.888 2.842 0.063
H -1.143 0.795 1.554
H 4.125 -4.743 0.232
H -1.512 -2.737 4.039
H -1.548 -3.506 2.621
H 6.211 -1.377 -3.952
H -2.894 -0.354 2.095
H 2.509 2.136 -4.328
H 2.155 -2.025 2.923
H -0.313 3.410 -0.042
H -3.385 2.201 3.110
H -4.581 -2.324 -1.582
H -0.894 4.014 -1.434
H 3.635 -4.430 -1.080
H 4.497 -1.290 0.243
H -1.628 5.528 -0.110
H -2.947 -1.172 4.114
H 4.763 0.896 -4.661
H 1.474 0.110 3.372
H 0.247 -1.162 1.344
H -2.276 2.854 -3.466
H -0.777 -1.587 2.276
H 1.951 2.242 -0.730
H 6.140 -0.109 -1.237
H -0.525 1.674 2.645
H -0.563 1.271 -1.751
H -2.168 -0.595 5.364
H 2.797 -1.394 1.777
H 0.973 -5.467 0.422
H -5.865 -2.941 -1.082
H 2.274 -1.934 -4.061
H -3.028 6.097 -0.571
H 0.876 -3.873 3.615
H 1.572 1.888 -3.090
H 6.066 0.800 -0.026
H -3.176 2.337 -2.232
H 2.270 -1.669 -0.541
H 2.295 -4.239 4.382
H 1.786 1.548 3.716
H -2.507 2.274 0.217
H 0.848 -1.781 -1.160
H -4.140 0.358 2.683
H -3.284 0.318 -2.690
H 0.670 0.368 -1.182
H -1.897 -1.569 -1.992
```

Properties
Kohn-Sham gap   10.941 eV
Total charge   0
HOMO energy   -0.4021 Eh

Relative to the most stable structure, the computed energies are a 31.0; b 0.0, all in kcal/mol.

a.
Density functional theory data (ωB97M-V/def2-TZVPD) for a 2-piece molecular cluster, CHO3PS overall.

Structure (XYZ):
```
7
Properties=species:S:1:pos:R:3
S -0.805 -1.028 -0.142
P -0.265 1.822 -0.054
O -0.349 -2.380 -0.166
O 0.749 2.821 -0.195
O -2.206 -0.781 -0.007
C 0.339 0.212 0.014
H 2.537 -0.667 0.550
```

Properties
Kohn-Sham gap (alpha / beta)   7.385 / 8.320 eV
Total charge   0
HOMO energy (alpha / beta)   -0.3795 / -0.3737 Eh

b.
Density functional theory data (ωB97M-V/def2-TZVPD) for CHO3PS as an isolated structure.

Structure (XYZ):
```
7
Properties=species:S:1:pos:R:3
S -0.741 -0.324 1.853
P 0.442 0.734 -0.375
O -0.905 -1.135 0.553
O -0.176 1.037 1.163
O 1.418 1.784 -0.599
C 0.339 -0.875 -0.930
H -0.377 -1.221 -1.665
```

Properties
Kohn-Sham gap (alpha / beta)   7.149 / 6.589 eV
Total charge   0
HOMO energy (alpha / beta)   -0.3159 / -0.3030 Eh

Relative to the most stable structure, the computed energies are a 52.8; b 0.0, all in kcal/mol.